No. 1
15
Properties=species:S:1:pos:R:3:forces:R:3:lowdin_charge:R:1 method="wB97M-V/def2-TZVPD" max_force_ha_per_bohr=0.03993 multiplicity=1 total_energy_ha=-664.8827 e_above_lowest_ev=1.3635 homo_lumo_gap_ev=9.23
C 0.592 -1.091 0.538 1.853 -0.351 0.813 -0.2598
C -0.027 0.289 0.837 0.391 -1.812 -0.691 -0.2761
C 0.471 1.471 -0.013 0.366 -0.110 0.414 -0.1144
C -1.313 0.351 0.061 -0.689 1.151 -0.304 -0.8759
H 1.218 -2.171 -1.144 -0.192 0.256 0.318 0.0727
H -0.277 -1.479 -1.238 0.414 -0.100 -0.154 0.0492
H 0.001 -1.861 1.063 0.069 0.330 -0.066 0.1039
H 1.645 -1.140 0.971 -1.210 0.091 -0.504 0.1296
H -0.200 0.442 1.875 0.141 0.182 0.887 0.1342
H 0.746 2.408 0.483 -0.293 -0.187 0.104 0.1138
H 1.303 1.151 -0.646 -0.320 0.126 -0.331 0.1082
H -1.287 2.061 -1.285 0.019 -0.582 0.193 0.1520
N 0.682 -1.338 -0.909 -0.523 0.188 0.161 -0.0029
N -0.858 1.431 -0.608 -0.297 0.636 -0.787 0.0455
S -2.696 -0.523 0.016 0.270 0.180 -0.055 0.6200

No. 2
11
Properties=species:S:1:pos:R:3:forces:R:3:lowdin_charge:R:1 method="wB97M-V/def2-TZVPD" max_force_ha_per_bohr=0.08722 multiplicity=8 s2=15.7611 total_energy_ha=-850.6421 homo_lumo_gap_ev="6.68 / 7.86" charge=+1
C 1.538 -0.243 -0.209 1.076 -1.084 -1.887 -0.2513
C 0.172 -0.624 -0.730 -0.247 0.140 2.170 -0.3599
O -0.501 0.655 -0.372 -1.564 0.302 -2.000 -0.4893
C -1.120 0.555 0.900 3.433 -2.576 0.810 -0.0743
Sm 1.466 1.940 -1.111 -0.376 -0.096 0.362 1.5637
H 0.034 -0.111 1.396 -3.865 2.259 0.277 0.1905
H -0.152 -1.431 -0.044 -0.213 0.397 0.490 0.1130
H -0.308 -1.126 -1.587 0.965 1.056 -0.896 0.1307
H -1.439 1.528 1.290 0.570 -0.251 0.044 0.0831
H -1.982 -0.119 0.817 0.301 0.021 0.356 0.0891
H 2.293 -1.023 -0.349 -0.080 -0.167 0.274 0.0049

No. 3
10
Properties=species:S:1:pos:R:3:forces:R:3:lowdin_charge:R:1 method="wB97M-V/def2-TZVPD" max_force_ha_per_bohr=0.12798 multiplicity=1 total_energy_ha=-193.0167 e_above_lowest_ev=3.4417 homo_lumo_gap_ev=10.47
C -1.103 0.323 0.183 -2.002 1.767 1.219 -0.1651
C 0.084 -0.483 -0.352 -3.037 -2.147 -2.225 -0.3464
C 1.317 -0.157 0.235 3.513 5.396 1.360 -0.2747
H -1.630 -0.261 1.210 1.337 1.843 -3.363 0.1173
H -0.572 1.529 0.693 -2.106 -3.999 -2.049 0.1760
H -1.950 0.451 -0.873 2.447 -0.185 3.925 0.1420
H 0.175 -0.237 -1.448 0.306 -0.063 0.827 0.1323
H -0.076 -1.598 -0.420 -0.090 0.954 0.385 0.1275
H 2.320 -0.535 -0.002 -0.463 -1.359 -0.048 0.1258
O 1.435 0.968 0.773 0.094 -2.208 -0.031 -0.0347

No. 4
132
Properties=species:S:1:pos:R:3:forces:R:3:lowdin_charge:R:1 method="wB97M-V/def2-TZVPD" max_force_ha_per_bohr=0.11570 multiplicity=1 total_energy_ha=-3227.6573 e_above_lowest_ev=2.7957 homo_lumo_gap_ev=8.46
Na 1.953 1.155 4.062 0.150 -0.097 -0.847 0.6565
Na 5.095 0.552 1.494 -0.361 -0.279 0.116 0.5892
B 4.550 0.164 4.528 2.444 0.602 0.834 -1.3931
F 5.580 -0.237 3.647 0.332 -0.236 -0.467 0.1075
F 4.929 0.077 5.840 0.560 0.091 0.620 0.1689
F 4.249 1.473 4.185 -0.464 1.640 -0.234 0.1262
F 3.458 -0.570 4.355 -2.982 -1.961 -0.814 0.1958
O 1.646 0.815 -0.139 -0.482 -0.069 -2.909 0.1351
C 1.707 0.955 1.130 2.242 0.894 5.438 -0.9322
O 0.713 0.668 1.803 -2.789 -0.680 0.507 0.0004
O 2.723 1.340 1.706 3.307 0.862 0.065 -0.0103
H 0.730 0.610 0.064 -2.272 -0.961 -2.551 0.1072
C 4.904 -2.910 2.132 -0.791 -1.222 0.231 -0.0970
O 4.911 -1.983 1.079 -0.250 1.184 -0.100 -0.1840
C 3.751 -2.045 0.251 0.303 -0.589 -0.611 -0.1853
C 4.012 -1.393 -1.113 -0.122 -1.428 1.264 -0.1783
N 4.325 0.002 -0.918 0.385 -0.874 0.067 -0.0497
C 4.522 0.649 -2.172 0.833 2.379 -0.961 -0.2026
C 5.733 0.304 -3.067 -0.620 -0.319 0.871 -0.2121
O 6.967 0.478 -2.428 0.034 0.787 1.146 -0.1858
C 8.089 0.127 -3.192 -0.427 -0.869 -0.136 -0.1091
H 4.013 -2.866 2.759 -0.108 0.672 0.226 0.0855
H 5.781 -2.873 2.778 0.025 0.460 -0.408 0.1007
H 4.810 -3.911 1.711 0.412 -0.346 -0.200 0.0863
H 2.835 -1.593 0.632 0.155 0.491 0.862 0.1194
H 3.463 -3.090 0.143 0.145 -0.292 -0.329 0.1246
H 3.094 -1.583 -1.670 -0.357 0.323 -0.367 0.1205
H 4.779 -1.955 -1.645 0.362 0.322 0.134 0.1253
H 3.481 0.421 -0.554 -0.064 0.082 0.192 0.0630
H 4.580 1.710 -1.929 0.318 0.323 -0.044 0.1227
H 3.638 0.636 -2.810 -0.279 -0.570 -0.380 0.1147
H 5.701 0.968 -3.931 -0.287 -0.194 -0.356 0.1265
H 5.582 -0.743 -3.331 0.336 -0.227 -0.624 0.1133
H 8.034 -0.953 -3.329 0.302 -0.281 -0.363 0.0852
H 9.019 0.334 -2.663 -0.286 0.303 0.130 0.0899
H 8.086 0.602 -4.173 0.071 0.198 -0.110 0.0861
C -0.843 8.399 6.312 -0.496 0.671 0.539 -0.1336
O -0.981 7.772 5.087 0.101 -0.342 -0.896 -0.1913
C -1.759 6.592 5.088 0.178 -0.156 -1.323 -0.2113
C -1.749 6.036 3.630 -0.240 -0.682 2.961 -0.2094
N -0.476 5.375 3.332 0.328 1.226 -1.237 -0.0506
C -0.415 5.391 1.875 0.065 -1.944 -0.619 -0.2198
C 0.890 4.816 1.281 -0.274 1.186 0.132 -0.1927
O 0.950 5.269 -0.068 0.173 -0.693 -0.203 -0.1981
C 2.180 4.956 -0.748 -1.315 0.246 0.536 -0.0761
H -1.828 8.689 6.676 -0.223 -0.059 0.398 0.0852
H -0.305 9.338 6.185 0.232 -0.184 -0.181 0.0893
H -0.340 7.791 7.064 0.090 -0.195 0.072 0.0876
H -2.803 6.736 5.368 -0.183 0.560 0.166 0.1155
H -1.352 5.877 5.804 0.210 -0.294 -0.048 0.1187
H -2.172 6.776 2.951 0.748 0.427 -0.260 0.1184
H -2.507 5.253 3.633 -0.103 -0.272 -0.065 0.1133
H 0.337 5.917 3.585 -0.181 0.581 0.874 0.1027
H -0.635 6.342 1.390 0.175 0.322 0.191 0.1197
H -1.247 4.720 1.665 -0.045 -0.070 -0.996 0.1148
H 0.953 3.742 1.450 -0.071 -0.291 -0.514 0.1130
H 1.763 5.250 1.769 0.157 0.130 0.543 0.1183
H 2.035 5.344 -1.756 0.247 -0.095 0.080 0.0734
H 2.313 3.874 -0.757 0.285 -0.101 -0.100 0.0767
H 3.015 5.461 -0.262 0.194 -0.066 0.031 0.0881
C 0.493 4.932 -5.858 -0.245 -0.320 0.925 -0.0980
O 0.271 3.763 -5.091 0.060 -0.191 -0.214 -0.1937
C 1.300 3.432 -4.182 -0.481 0.011 0.573 -0.2310
C 0.801 2.267 -3.353 0.059 0.066 -1.266 -0.1933
N 0.849 1.077 -4.211 0.165 -0.806 0.926 -0.0496
C 0.276 -0.117 -3.598 -0.292 -0.647 -0.720 -0.1858
C 0.057 -1.187 -4.702 0.132 0.035 0.996 -0.1970
O -0.751 -2.282 -4.251 -0.190 0.727 0.290 -0.2066
C -0.881 -3.290 -5.230 0.639 0.025 0.192 -0.1147
H -0.409 5.036 -6.462 0.305 0.236 -0.162 0.0908
H 1.409 4.893 -6.447 0.004 -0.187 -0.272 0.0842
H 0.590 5.757 -5.152 -0.077 0.456 -0.156 0.0829
H 1.493 4.214 -3.447 0.047 0.654 -0.329 0.0917
H 2.213 3.196 -4.729 0.233 -0.105 0.068 0.1260
H -0.182 2.544 -2.971 -0.600 -0.127 -0.319 0.1132
H 1.361 2.203 -2.420 0.636 -0.647 -0.270 0.0962
H 0.409 1.164 -5.116 -0.109 0.962 0.077 0.0993
H -0.701 0.084 -3.159 -0.014 -0.017 0.439 0.0989
H 0.996 -0.483 -2.867 -0.257 -0.166 0.323 0.1035
H 1.046 -1.539 -4.997 0.075 -0.202 -0.372 0.1196
H -0.432 -0.687 -5.539 -0.091 -0.058 -0.348 0.1182
H 0.091 -3.782 -5.286 0.159 -0.146 -0.650 0.0847
H -1.201 -2.868 -6.183 0.149 -0.031 -0.234 0.0874
H -1.584 -4.078 -4.959 -0.226 0.388 0.473 0.0795
C 0.424 -2.593 2.792 0.917 0.482 -0.804 -0.1318
O -0.586 -3.008 3.636 -1.382 -0.171 -0.134 -0.1774
C -1.695 -2.104 3.617 0.070 0.993 1.163 -0.2058
C -2.991 -2.833 3.993 1.801 -0.398 -0.220 -0.2031
N -3.070 -3.965 3.080 -0.867 0.660 0.149 -0.0628
C -4.223 -4.802 3.401 1.596 -0.211 -0.506 -0.2078
C -4.172 -6.067 2.531 -1.569 0.632 0.196 -0.2492
O -3.026 -6.850 2.603 1.281 -0.333 1.160 -0.1777
C -2.878 -7.586 3.846 -0.099 0.301 -0.750 -0.0786
H 1.196 -3.361 2.748 -0.138 -0.086 -0.074 0.0913
H 0.908 -1.659 3.078 0.084 0.204 0.576 0.0660
H 0.043 -2.342 1.803 -0.076 -0.414 -0.369 0.0912
H -1.822 -1.485 2.728 0.237 -0.754 -0.819 0.1176
H -1.402 -1.334 4.330 -0.467 0.200 0.625 0.1158
H -3.868 -2.186 3.995 0.036 0.039 -0.386 0.1205
H -2.854 -3.193 5.013 -0.168 -0.031 0.497 0.1116
H -2.170 -4.422 3.122 -0.130 -0.473 -0.006 0.1019
H -5.070 -4.148 3.193 -0.474 -0.560 -0.074 0.1195
H -4.236 -5.082 4.454 -0.123 -0.026 0.427 0.1042
H -4.334 -5.734 1.506 0.393 -0.266 -0.187 0.1200
H -5.017 -6.698 2.804 -0.443 -0.093 0.023 0.1098
H -3.801 -8.134 4.036 -0.026 -0.232 0.034 0.0832
H -2.648 -7.004 4.738 -0.186 0.648 -0.154 0.0790
H -2.026 -8.259 3.756 -0.223 -0.090 -0.432 0.0850
C -2.286 1.743 -0.640 0.022 0.031 -0.119 -0.1037
O -2.451 0.751 -1.608 -0.351 -0.302 -1.148 -0.2218
C -3.588 -0.088 -1.462 1.057 -0.666 0.005 -0.1980
C -3.401 -1.291 -2.434 0.937 3.281 1.711 -0.2413
N -4.579 -2.052 -2.398 -0.451 -0.439 -0.696 -0.0543
C -4.310 -3.326 -2.995 -0.454 -0.074 -0.125 -0.2278
C -5.541 -4.176 -3.006 0.568 -0.385 -1.245 -0.2623
O -5.796 -4.571 -1.698 -0.381 -0.930 0.420 -0.1722
C -6.826 -5.539 -1.595 -0.438 0.422 0.355 -0.1033
H -1.667 1.331 0.158 -0.233 0.228 0.574 0.0794
H -3.261 2.109 -0.317 0.024 0.060 0.453 0.0899
H -1.755 2.584 -1.085 0.070 0.005 -0.073 0.0793
H -4.539 0.419 -1.627 -0.023 0.307 -0.302 0.1226
H -3.598 -0.450 -0.434 -0.139 -0.245 0.316 0.1178
H -2.474 -1.775 -2.128 0.086 -0.547 0.149 0.1166
H -3.140 -0.805 -3.374 -0.488 -0.414 -0.563 0.1220
H -4.920 -2.182 -1.457 0.073 -0.029 0.173 0.1191
H -3.526 -3.865 -2.464 0.208 -0.284 0.258 0.1276
H -3.906 -3.175 -3.995 -0.275 0.091 -0.233 0.1204
H -5.291 -4.992 -3.684 -0.086 -0.856 0.219 0.1177
H -6.401 -3.719 -3.496 -0.213 0.555 0.263 0.1275
H -7.785 -5.096 -1.867 -0.214 0.165 -0.044 0.0841
H -6.898 -5.859 -0.556 0.163 0.076 -0.028 0.0835
H -6.725 -6.427 -2.220 0.581 -0.006 -0.201 0.0858

No. 5
16
Properties=species:S:1:pos:R:3:forces:R:3:lowdin_charge:R:1 method="wB97M-V/def2-TZVPD" max_force_ha_per_bohr=0.18896 multiplicity=8 s2=15.7701 total_energy_ha=-3491.3651 homo_lumo_gap_ev="6.33 / 4.52" charge=+1
O 1.371 1.906 1.378 -0.236 0.194 -0.366 0.1799
C 1.715 1.191 0.500 -0.203 1.207 1.399 -0.4949
F 1.584 1.671 -0.788 0.513 -1.635 0.954 0.0534
N 2.270 -0.094 0.823 -0.758 0.126 -3.036 0.1376
C 1.743 -1.174 0.003 2.753 -0.468 0.681 -0.4433
O 2.442 -2.157 -0.107 -1.353 0.952 -0.062 0.0878
Ga -0.090 -1.231 -0.903 -0.645 -1.260 -0.704 0.2385
I 0.163 -0.303 -3.364 0.081 -0.109 0.616 0.5577
B -1.615 -0.235 0.118 -0.771 0.872 0.883 -0.6503
O -2.127 1.010 -0.456 0.431 -1.443 0.325 -0.2151
O -2.245 -0.683 1.280 1.466 0.988 -1.192 0.0865
H 3.296 -0.077 0.741 -0.321 -0.140 0.343 0.1673
H -0.552 -2.763 -1.086 0.319 0.612 -0.011 -0.0212
H -2.938 1.310 0.047 2.688 -8.793 1.040 -0.2623
H -1.567 -1.099 1.849 -0.721 -0.240 -0.236 0.1182
Eu -3.450 2.728 -0.033 -3.244 9.137 -0.634 1.4602

No. 6
8
Properties=species:S:1:pos:R:3:forces:R:3:lowdin_charge:R:1 method="wB97M-V/def2-TZVPD" max_force_ha_per_bohr=0.13682 multiplicity=3 s2=2.0074 total_energy_ha=-316.2860 e_above_lowest_ev=1.3778 homo_lumo_gap_ev="8.10 / 7.75"
N -0.165 1.227 0.720 -0.234 1.444 5.798 -0.1266
N -1.897 -0.287 0.628 -4.316 -2.100 2.977 0.1141
N -0.944 0.429 0.388 2.892 0.661 -6.380 -0.1326
O 1.177 -0.882 -0.605 0.055 -0.418 0.024 -0.0614
O 0.624 2.031 0.291 0.862 0.223 -1.921 0.0618
H -1.711 -1.286 0.642 0.528 -0.010 -0.345 0.0720
H 1.079 -1.043 -1.547 0.087 0.067 -0.054 0.0443
H 1.835 -0.189 -0.518 0.126 0.133 -0.100 0.0284